No. 1
This record from the OMol25 dataset describes a 2-piece molecular cluster, C4H12 overall in a non-equilibrium geometry. The level of theory is ωB97M-V with the def2-TZVPD basis set.

Last column: Löwdin charge in e.
Geometry (Å):
C: -1.93 -0.34 -1.13  -0.15
C: -1.08 -1.28 -0.19  -0.16
H: -1.74 -0.72 -2.19  0.09
H: -2.93 -0.29 -0.92  0.01
H: -1.74 0.75 -1.08  0.07
H: -1.50 -2.32 -0.23  0.07
H: -1.16 -0.94 0.86  0.05
H: -0.03 -1.43 -0.41  0.02
C: 1.02 1.21 1.12  -0.20
C: 1.94 0.45 0.17  -0.20
H: -0.06 0.86 1.20  0.05
H: 1.41 0.98 2.11  0.05
H: 1.11 2.37 0.99  0.10
H: 2.19 1.04 -0.80  0.08
H: 2.91 0.21 0.75  0.08
H: 1.60 -0.57 -0.26  0.05

Summary:
* strongest force on any atom: 4.19 eV Å⁻¹
* E: -4341.4600 eV
* total charge: 0
* ΔE to the lowest compared entry with this formula, charge and spin: 24.6 kcal/mol
* structure (SMILES): CC.CC
* HOMO energy: -11.305 eV
* LUMO: 1.2 eV

No. 2
This record from the OMol25 dataset describes C18H9Co2N2O7 as an isolated structure in a non-equilibrium geometry. The level of theory is ωB97M-V with the def2-TZVPD basis set.

Last column: Löwdin charge in e.
Geometry (Å):
O: -1.03 0.99 2.43  0.12
C: -0.30 0.81 1.49  -0.30
C: 1.07 0.21 1.49  -0.08
C: 1.80 0.80 0.45  -0.17
C: 3.11 0.40 0.18  -0.03
C: 3.71 -0.55 1.01  -0.08
C: 3.04 -0.99 2.16  -0.09
C: 1.75 -0.55 2.46  -0.01
C: 1.00 1.83 -0.27  -0.06
C: -0.49 1.60 0.18  -0.29
N: -1.06 2.94 0.72  -0.09
N: -1.91 3.68 0.62  0.17
H: 3.64 0.79 -0.71  0.12
H: 4.70 -0.95 0.77  0.10
H: 3.53 -1.73 2.81  0.10
H: 1.24 -0.86 3.37  0.12
H: 1.14 2.83 0.12  0.12
H: 1.20 1.78 -1.34  0.12
O: -2.92 4.46 -5.07  0.12
C: -3.67 3.84 -4.47  -0.18
Co: -4.83 2.86 -3.55  -0.02
C: -5.17 4.08 -2.33  -0.15
O: -5.39 4.89 -1.53  0.12
C: -6.00 3.12 -4.86  -0.18
O: -6.76 3.28 -5.71  0.11
C: -3.17 1.66 -2.80  -0.22
C: -2.67 1.47 -1.56  -0.18
C: -1.39 0.97 -0.92  -0.10
Co: -4.49 1.03 -1.77  0.02
C: -4.86 1.87 -0.31  -0.18
O: -5.11 2.44 0.67  0.10
C: -4.98 -0.66 -1.38  -0.14
O: -5.30 -1.72 -1.10  0.09
C: -6.13 1.46 -2.68  -0.25
O: -7.28 1.24 -2.77  0.04
H: -2.74 1.30 -3.74  0.06
H: -1.62 0.01 -0.56  0.11
H: -0.72 0.96 -1.74  0.10

Summary:
* strongest force on any atom: 4.12 eV Å⁻¹
* E: -111373.1678 eV
* total charge: -1
* ΔE to the lowest compared entry with this formula, charge and spin: 32.5 kcal/mol
* HOMO energy: -2.410 eV
* LUMO: 1.8 eV

No. 3
This record from the OMol25 dataset describes a 6-piece molecular cluster, C21H32Cl2O15 overall in a non-equilibrium geometry. The level of theory is ωB97M-V with the def2-TZVPD basis set.

Last column: Löwdin charge in e.
Geometry (Å):
C: 28.68 0.66 6.87  -0.04
C: 28.66 -0.63 6.11  -0.34
C: 30.15 -1.09 5.80  -0.12
O: 30.24 -2.36 6.26  0.09
C: 29.16 -2.68 6.96  -0.46
O: 28.83 -3.78 7.38  0.13
O: 28.26 -1.60 6.98  0.06
H: 29.55 0.82 7.52  0.08
H: 27.85 0.75 7.57  0.09
H: 28.58 1.54 6.23  0.09
H: 27.99 -0.57 5.25  0.15
H: 30.87 -0.55 6.41  0.13
H: 30.38 -0.95 4.75  0.14
C: 30.53 -10.30 -6.86  -0.01
C: 30.99 -8.90 -7.44  -0.25
C: 32.25 -8.45 -6.66  -0.10
O: 33.28 -8.51 -7.63  0.07
C: 32.79 -8.68 -8.85  -0.61
O: 33.54 -8.51 -9.79  0.14
O: 31.50 -8.84 -8.78  0.11
H: 31.38 -10.95 -6.64  0.08
H: 30.07 -10.81 -7.70  0.08
H: 29.97 -10.14 -5.94  0.09
H: 30.22 -8.15 -7.30  0.15
H: 32.61 -9.17 -5.93  0.13
H: 32.11 -7.48 -6.20  0.13
C: 33.78 4.36 -5.77  -0.02
C: 33.54 3.77 -4.38  -0.29
C: 33.21 4.72 -3.18  -0.07
O: 31.79 4.59 -3.18  0.01
C: 31.31 3.51 -3.99  -0.47
O: 30.13 3.18 -4.18  0.11
O: 32.40 2.91 -4.44  0.07
H: 33.00 4.88 -6.33  0.09
H: 33.95 3.56 -6.50  0.08
H: 34.67 4.99 -5.71  0.08
H: 34.41 3.17 -4.10  0.15
H: 33.59 5.69 -3.50  0.13
H: 33.56 4.28 -2.25  0.13
C: 37.05 -3.33 -6.17  -0.01
C: 36.75 -2.20 -5.21  -0.33
C: 37.61 -2.09 -4.03  -0.11
O: 38.38 -0.94 -4.34  0.10
C: 37.92 -0.35 -5.44  -0.59
O: 38.21 0.80 -5.79  0.11
O: 36.89 -0.95 -5.92  0.13
H: 36.43 -3.36 -7.07  0.09
H: 37.15 -4.32 -5.73  0.09
H: 38.06 -3.06 -6.48  0.10
H: 35.75 -2.36 -4.79  0.15
H: 38.10 -3.05 -3.87  0.14
H: 37.08 -1.92 -3.10  0.14
C: 31.11 -0.76 -9.78  -0.01
C: 29.65 -1.19 -9.99  -0.34
C: 29.49 -2.65 -10.41  -0.09
O: 28.34 -3.05 -9.63  0.05
C: 28.21 -2.18 -8.58  -0.56
O: 27.57 -2.36 -7.59  0.16
O: 29.19 -1.30 -8.69  0.08
H: 31.68 -1.44 -9.14  0.09
H: 31.07 0.27 -9.43  0.09
H: 31.66 -0.63 -10.71  0.08
H: 28.96 -0.66 -10.65  0.16
H: 30.33 -3.17 -9.95  0.14
H: 29.33 -2.69 -11.49  0.14
Cl: 29.47 -1.58 -0.77  0.50
C: 28.93 -2.20 -2.31  -1.02
Cl: 30.26 -3.13 -3.09  0.46
H: 28.01 -2.76 -2.10  0.03
H: 28.61 -1.49 -3.07  0.03

Summary:
* strongest force on any atom: 5.77 eV Å⁻¹
* E: -78050.7483 eV
* total charge: 0
* ΔE to the lowest compared entry with this formula, charge and spin: 56.0 kcal/mol
* structure (SMILES): C[C@H]1COC(=O)O1.C[C@H]1COC(=O)O1.C[C@H]1COC(=O)O1.C[C@H]1COC(=O)O1.C[C@H]1COC(=O)O1.ClCCl
* HOMO energy: -10.845 eV
* LUMO: -0.1 eV

No. 4
This record from the OMol25 dataset describes a 2-piece molecular cluster, C5H16N3PS overall in a non-equilibrium geometry. The level of theory is ωB97M-V with the def2-TZVPD basis set.

Last column: Löwdin charge in e.
Geometry (Å):
C: -4.57 -0.17 -0.62  -0.20
N: -3.40 -0.46 0.18  -0.40
P: -2.39 0.78 0.80  0.54
N: -1.26 -0.21 1.57  -0.21
S: -1.42 1.40 -1.06  0.36
H: -4.55 0.96 -0.73  0.06
H: -4.34 -0.74 -1.61  0.10
H: -5.49 -0.54 -0.06  0.09
H: -3.41 -1.10 0.91  0.02
H: -1.27 -1.19 1.73  0.03
H: -0.36 0.11 1.54  -0.06
H: -1.02 0.17 -1.31  -0.22
C: 1.24 2.45 0.12  -0.12
N: 1.29 1.24 0.43  -0.11
C: 1.97 0.29 -0.37  -0.32
C: 2.82 -0.64 0.46  -0.29
C: 3.42 -1.76 -0.35  -0.13
H: 0.65 3.18 0.80  0.10
H: 1.61 2.86 -0.81  0.06
H: 2.64 0.78 -1.19  0.15
H: 1.17 -0.19 -0.96  0.09
H: 3.61 0.00 1.01  0.14
H: 2.25 -1.08 1.22  0.07
H: 4.60 -1.53 -0.50  0.12
H: 3.26 -2.66 0.18  0.04
H: 2.94 -1.93 -1.38  0.09

Summary:
* strongest force on any atom: 3.29 eV Å⁻¹
* E: -30037.2162 eV
* total charge: 0
* ΔE to the lowest compared entry with this formula, charge and spin: 31.9 kcal/mol
* structure (SMILES): CNP(N)S.C=NCCC
* HOMO energy: -7.834 eV
* LUMO: 0.9 eV

No. 5
This record from the OMol25 dataset describes the molecule C18H12O6S in a non-equilibrium geometry. The level of theory is ωB97M-V with the def2-TZVPD basis set.

Last column: Löwdin charge in e.
Geometry (Å):
O: 0.68 -1.22 -3.47  0.01
C: 1.52 -1.04 -2.50  -0.37
O: 2.90 -1.04 -2.73  0.09
C: 3.61 -0.39 -1.68  -0.15
C: 4.90 0.17 -2.13  0.02
C: 5.88 0.66 -1.21  -0.09
C: 5.38 0.98 0.07  -0.10
C: 4.02 0.73 0.39  -0.01
C: 3.14 -0.04 -0.43  -0.13
C: 1.84 -0.65 -0.01  -0.29
O: 1.21 0.33 0.91  -0.07
C: 0.86 -0.66 -1.22  -0.38
S: -0.35 -1.99 -0.80  1.09
C: -1.72 -0.99 -0.36  -0.37
C: -2.81 -0.70 -1.28  -0.26
O: -2.56 -0.77 -2.61  0.13
O: -3.99 -0.19 -0.91  0.14
C: -4.13 0.05 0.47  -0.15
C: -5.25 0.71 0.88  -0.01
C: -5.44 1.21 2.22  -0.03
C: -4.40 1.06 3.25  -0.05
C: -3.20 0.37 2.86  0.04
C: -3.11 -0.12 1.47  -0.04
C: -1.87 -0.72 1.05  -0.41
O: -0.93 -0.89 1.85  -0.02
H: 5.18 0.18 -3.20  0.11
H: 6.95 0.82 -1.48  0.11
H: 6.08 1.26 0.93  0.12
H: 3.74 0.81 1.47  0.12
H: 1.87 -1.68 0.54  0.18
H: 0.59 -0.08 1.55  0.05
H: 0.38 0.34 -1.43  0.18
H: -1.71 -1.22 -2.79  0.08
H: -6.06 1.06 0.19  0.13
H: -6.33 1.76 2.35  0.08
H: -4.55 1.46 4.28  0.11
H: -2.33 0.46 3.52  0.12

Summary:
* strongest force on any atom: 6.49 eV Å⁻¹
* E: -41978.0006 eV
* total charge: 0
* ΔE to the lowest compared entry with this formula, charge and spin: 62.0 kcal/mol
* structure (SMILES): O=C1Oc2ccccc2[C@@H](O)[C@@H]1Sc1c(O)oc2ccccc2c1=O
* HOMO energy: -9.037 eV
* LUMO: -0.4 eV